Computed, not measured: C2Cl2N2O2 in the gas phase at a distorted geometry, with ωB97M-V/def2-TZVPD.

## Properties
- Electronic energy: -34186.3778 eV
- Total charge: 0
- E_HOMO (spin up / spin down): -0.37795 / -0.37763 Ha

Geometry (Å):
N 1.1344 0.0683 -2.1629
C 0.5435 0.3074 -1.2076
C 0.0004 0.7341 -0.0239
Cl 0.2426 2.5092 0.0697
N -0.3621 -0.0362 0.9649
O -0.5173 0.0960 2.1925
O 0.0524 -1.3089 0.6848
Cl -1.0940 -2.3698 -0.5174

=====

Computed, not measured: a molecular structure, C3H6N2OS2 at a distorted geometry, with ωB97M-V/def2-TZVPD.

## Properties
- Electronic energy: -29899.6505 eV
- Total charge: 0
- E_HOMO: -0.32128 Ha

Geometry (Å):
C -2.6208 -0.3598 0.1362
C -0.0302 -0.1258 -0.3660
C 2.3468 -0.2756 0.0210
H -3.0260 -0.4296 -1.2268
H -1.8642 -1.4664 0.5138
H -3.7256 0.1028 1.1399
H 0.6702 -1.8721 -0.1918
H 1.7917 2.8490 1.1520
H 3.1004 0.5095 -0.3410
N -0.0864 -1.3155 -0.5153
N 1.1727 0.5962 -0.0263
O 2.6061 -1.4637 0.0711
S -1.5196 0.9380 -0.1295
S 1.1850 2.3129 -0.2375

=====

Computed, not measured: a molecular structure, C20H32MnP2Si2, with ωB97M-V/def2-TZVPD.

## Properties
- Electronic energy: -86898.4789 eV
- Expectation value of S²: 4.090
- Total charge: +2
- E_HOMO (spin up / spin down): -0.54657 / -0.53118 Ha
- 2S+1: 4

Geometry (Å):
Mn -0.5418 0.4034 -0.3397
C 2.8197 -1.0951 -0.7004
P 1.0559 -1.1137 -1.0706
C 1.0018 -1.2872 -2.8777
C 0.3404 -2.6115 -0.3298
C 1.1543 -3.5909 0.2330
C 0.5934 -4.7327 0.7878
C -0.7815 -4.9085 0.7726
C -1.6007 -3.9346 0.2190
C -1.0589 -2.7724 -0.3202
P -2.1060 -1.4403 -1.0027
C -2.7240 -2.0360 -2.6009
C -3.5879 -1.3683 0.0490
H 3.2933 -1.9797 -1.1295
H 3.0112 -1.0637 0.3682
H 3.2615 -0.2153 -1.1680
H 1.4866 -2.2202 -3.1706
H 1.5374 -0.4566 -3.3392
H -0.0223 -1.2885 -3.2439
H 2.2305 -3.4820 0.2385
H 1.2322 -5.4890 1.2230
H -1.2173 -5.8038 1.1946
H -2.6722 -4.0885 0.2197
H -3.4085 -2.8678 -2.4285
H -1.9030 -2.3911 -3.2212
H -3.2531 -1.2390 -3.1227
H -3.9918 -2.3591 0.2544
H -4.3564 -0.7943 -0.4712
H -3.3700 -0.8779 0.9958
C -0.8402 -0.1084 2.5317
Si 0.6047 0.8381 1.7649
C 2.2480 0.3404 2.4697
C 0.2784 2.6802 1.7581
C -0.0607 3.4067 2.9046
C -0.1971 4.7824 2.8465
C -0.0034 5.4573 1.6436
C 0.3151 4.7525 0.4959
C 0.4560 3.3619 0.5438
Si 0.7483 2.2961 -0.9484
C 2.3243 2.4649 -1.9080
C -0.8223 2.2602 -2.0219
H -0.6340 -0.1470 3.6080
H -0.9351 -1.1480 2.2064
H -1.8018 0.3987 2.4264
H 2.2468 0.6831 3.5099
H 3.0900 0.8243 1.9750
H 2.4011 -0.7390 2.4924
H -0.2083 2.9073 3.8555
H -0.4486 5.3395 3.7390
H -0.1055 6.5335 1.6077
H 0.4513 5.2962 -0.4322
H 2.4509 3.5194 -2.1714
H 2.3390 1.8930 -2.8355
H 3.1870 2.1934 -1.2979
H -0.9583 3.3112 -2.3045
H -1.7884 2.0339 -1.5396
H -0.7598 1.6725 -2.9385

=====

Computed, not measured: 2 unconnected molecules or ions with the total composition C7H12N4 at a distorted geometry, with ωB97M-V/def2-TZVPD.

## Properties
- Electronic energy: -13409.2499 eV
- Total charge: 0
- E_HOMO (spin up / spin down): -0.24828 / -0.24830 Ha

Geometry (Å):
C 1.8352 0.9776 -2.5097
C 2.2449 -0.3589 -2.2803
C 0.9042 1.1942 -1.5329
C -0.0560 0.1870 0.2091
C -1.0590 -0.3988 2.4220
C -1.6314 -1.7002 0.3325
C -0.5491 -0.9132 1.0805
N 1.6209 -0.9220 -1.2681
N 0.8075 0.0217 -0.8167
N -0.0375 2.0823 -1.0420
N -0.7056 1.3406 -0.0497
H 2.1848 1.6450 -3.2677
H 2.9677 -0.9201 -2.8388
H 1.2420 1.0210 1.6304
H -0.2876 0.2290 2.8606
H -1.2578 -1.2320 3.0892
H -1.9727 0.1803 2.3053
H -1.2940 -1.9840 -0.6598
H -2.5396 -1.1089 0.2432
H -1.8600 -2.6037 0.8866
H 0.3156 -1.5601 1.2507
H 0.3233 2.9777 -0.7168
H -1.1959 1.8451 0.6726

=====

Computed, not measured: a molecular structure, C5H11O4Sm at a distorted geometry, with ωB97M-V/def2-TZVPD.

## Properties
- Electronic energy: -31452.8794 eV
- Expectation value of S²: 15.762
- Total charge: 0
- E_HOMO (spin up / spin down): -0.17561 / -0.32246 Ha
- 2S+1: 8

Geometry (Å):
O -1.2365 1.6901 0.1425
Sm 0.0153 0.5253 -1.0232
O -0.0205 -1.4982 -1.3810
C -1.1943 -2.2237 -1.2284
C -2.1002 -1.6220 -0.1558
O -2.2869 -0.2468 -0.4855
C -2.2944 0.7809 0.5463
C 2.0030 1.3392 1.6194
O 2.0482 1.1185 0.2650
C 3.3026 1.3264 -0.3938
H -1.0087 -3.2775 -0.9406
H -1.7678 -2.2489 -2.1795
H -1.6187 -1.6920 0.8342
H -3.0755 -2.1313 -0.1087
H -3.1976 1.4183 0.4832
H -2.6245 0.2302 1.4483
H 1.3463 0.6298 2.1222
H 2.9036 1.7418 2.0845
H 3.1127 1.5608 -1.4484
H 3.7940 2.1687 0.1050
H 3.8997 0.4104 -0.3057

=====

Computed, not measured: a molecular structure, C11H18Cl2N2O3PdS, with ωB97M-V/def2-TZVPD.

## Properties
- Electronic energy: -60164.4222 eV
- Total charge: +2
- E_HOMO (spin up / spin down): -0.58956 / -0.59263 Ha

Geometry (Å):
Pd 0.9064 -0.0648 0.0437
C 1.6496 -4.1781 3.4535
O 0.6459 -3.4624 2.7025
C 0.9441 -2.4641 1.9118
O 0.0650 -1.8659 1.3103
N 2.2707 -2.1111 1.8129
N 2.6624 -1.1265 0.8872
H 1.0994 -4.9117 4.0313
H 2.1745 -3.5038 4.1301
H 2.3354 -4.6947 2.7809
H 2.9997 -2.6985 2.1874
H 3.0912 -1.5525 0.0650
H 3.3378 -0.5052 1.3272
C -2.1732 4.2297 -1.3990
C -1.5564 2.8945 -1.6791
C -1.7132 1.8243 -0.8016
C -1.1848 0.5637 -1.0844
C -0.4796 0.3931 -2.2926
C -0.2880 1.4509 -3.1685
C -0.8362 2.6861 -2.8589
S 0.2821 -1.1537 -2.6881
C -1.0084 -2.3374 -2.3561
O 1.2631 -1.2986 -1.4831
H -2.6583 4.2548 -0.4265
H -2.9197 4.4631 -2.1596
H -1.4202 5.0179 -1.4380
H -2.3009 1.9623 0.0970
H -1.4935 -0.2878 -0.4797
H 0.2691 1.3120 -4.0859
H -0.7121 3.5058 -3.5554
H -1.3270 -2.2637 -1.3182
H -0.5817 -3.3201 -2.5516
H -1.8279 -2.1477 -3.0498
Cl -0.4636 3.7986 1.7112
C -0.4395 2.2622 2.5167
Cl 1.0138 1.2695 2.0392
H -1.3131 1.6641 2.2816
H -0.3130 2.3958 3.5863

=====

Computed, not measured: a molecular structure, C38H36N4ORuSSi, with ωB97M-V/def2-TZVPD.

## Properties
- Electronic energy: -69282.5205 eV
- Total charge: +2
- E_HOMO (spin up / spin down): -0.51407 / -0.51312 Ha

Geometry (Å):
Ru 0.4131 0.1682 -0.2050
N 4.4893 1.1097 0.4506
C 4.0793 2.0518 1.3841
C 4.8106 2.9576 2.1434
C 4.0941 3.7363 3.0248
C 2.7010 3.6016 3.1493
C 1.9841 2.7022 2.3907
C 2.6903 1.9213 1.4740
N 2.2868 0.9192 0.5816
C 3.3947 0.4687 0.0187
C 3.3066 -0.6337 -0.9228
C 4.2418 -1.3914 -1.5505
S 3.4677 -2.6114 -2.4624
C 1.9493 -2.0561 -1.9577
N 2.0077 -1.0170 -1.1620
H 5.4380 0.9247 0.1684
H 5.8851 3.0413 2.0547
H 4.6134 4.4551 3.6431
H 2.1801 4.2152 3.8714
H 0.9175 2.5992 2.5235
H 5.3157 -1.3080 -1.5189
H 1.0238 -2.5229 -2.2687
N 0.4957 1.4694 -1.7866
C 0.8647 2.8428 -1.5112
C 1.8171 3.4657 -2.2967
C 2.1563 4.7850 -2.0375
C 1.5341 5.4622 -0.9977
C 0.5851 4.8223 -0.2181
C 0.2340 3.4927 -0.4570
C -0.7152 2.8063 0.4425
C -1.7962 3.5229 0.9535
C -2.5718 3.0011 1.9820
C -2.2607 1.7649 2.5477
C -1.2311 1.0174 2.0251
C -0.5087 1.4798 0.9020
H -0.4413 1.4072 -2.1929
H 1.1266 1.0908 -2.4908
H 2.2770 2.9342 -3.1225
H 2.8959 5.2818 -2.6499
H 1.7953 6.4898 -0.7868
H 0.1365 5.3487 0.6142
H -2.0241 4.5031 0.5558
H -3.3996 3.5810 2.3685
H -2.8254 1.3889 3.3907
H -0.9871 0.0661 2.4801
C -4.4655 -2.6880 -0.4840
C -3.5596 -1.5193 -0.9033
C -3.8050 -1.2294 -2.3927
C -3.8998 -0.2588 -0.0989
Si -1.7616 -1.9966 -0.6783
O -0.8444 -0.6991 -1.2745
C -1.1927 -3.5131 -1.5879
C -1.1670 -3.5468 -2.9902
C -0.6857 -4.6568 -3.6678
C -0.2231 -5.7568 -2.9549
C -0.2477 -5.7462 -1.5679
C -0.7282 -4.6319 -0.8911
C -1.1337 -2.0655 1.0919
C -1.9483 -2.1314 2.2254
C -1.4058 -2.0430 3.5006
C -0.0404 -1.8391 3.6834
C 0.7915 -1.7768 2.5785
C 0.2512 -1.9077 1.2939
H -5.5111 -2.4134 -0.6475
H -4.3617 -2.9545 0.5690
H -4.2631 -3.5837 -1.0741
H -4.8555 -0.9611 -2.5344
H -3.6104 -2.1009 -3.0197
H -3.1965 -0.3986 -2.7546
H -4.9382 0.0246 -0.2936
H -3.2684 0.5858 -0.3862
H -3.7948 -0.4032 0.9762
H -1.5174 -2.6949 -3.5630
H -0.6800 -4.6706 -4.7501
H 0.1451 -6.6266 -3.4828
H 0.1017 -6.6069 -1.0132
H -0.7359 -4.6384 0.1930
H -3.0161 -2.2644 2.1257
H -2.0549 -2.1256 4.3630
H 0.3672 -1.7617 4.6822
H 1.8619 -1.6733 2.7057
H 0.9464 -2.0820 0.4771

=====

Computed, not measured: 7 unconnected molecules or ions with the total composition H14O7 at a distorted geometry, with ωB97M-V/def2-TZVPD.

## Properties
- Electronic energy: -14556.5425 eV
- Total charge: 0
- E_HOMO: -0.39261 Ha

Geometry (Å):
O 0.0109 0.3240 -0.4541
H -0.8731 0.4340 -0.5451
H 0.4719 -0.1020 0.4589
O 1.0199 -2.4760 -0.2701
H 0.3389 -2.8350 0.3339
H 1.1589 -1.6540 0.1659
O -3.4771 -0.5510 -0.3931
H -3.5001 -0.2030 0.4119
H -3.9331 -1.3070 -0.4321
O 1.6599 -1.2020 1.5119
H 1.7999 -2.1670 1.3889
H 1.7379 -0.8510 2.5189
O 2.2589 0.5610 -2.3111
H 2.6009 1.3960 -2.4211
H 1.4469 0.4380 -1.7991
O -1.0761 0.7330 2.4339
H -0.3971 -0.0400 2.3619
H -0.3561 1.5510 2.3809
O -0.6381 2.6710 -1.7711
H -0.0421 3.2300 -2.4151
H -0.2111 2.0500 -1.1541

=====

Computed, not measured: C18H26N2O4S in the gas phase at a distorted geometry, with ωB97M-V/def2-TZVPD.

## Properties
- Electronic energy: -41093.5614 eV
- Total charge: 0
- E_HOMO: -0.31291 Ha

Geometry (Å):
C -0.4585 -4.6472 -0.9548
O -1.1376 -3.9676 0.0736
C -1.5155 -2.6809 -0.1392
C -1.3928 -2.0164 -1.3539
C -1.7806 -0.6911 -1.4620
C -2.2887 -0.0393 -0.3594
S -2.5761 1.7212 -0.4302
O -2.8121 2.1080 -1.7907
O -3.5373 2.0906 0.5696
N -1.1220 2.4176 0.0117
C -0.7633 2.3275 1.4100
C 0.2821 1.2461 1.6681
C 1.5722 1.5074 0.8717
C 2.0841 0.1954 0.2756
O 1.3406 -0.7254 -0.0221
N 3.4078 0.1163 0.0476
C 4.4382 1.0808 0.3850
C 5.7013 0.5139 -0.2641
C 5.4639 -0.9934 -0.2100
C 3.9762 -1.0982 -0.5207
C 1.2994 2.4803 -0.2923
C -0.0461 2.1574 -0.9264
C -2.4485 -0.7016 0.8457
C -2.0769 -2.0254 0.9733
C -2.2268 -2.7696 2.2622
H 0.4445 -4.1082 -1.2561
H -1.1004 -4.8040 -1.8277
H -0.1822 -5.6140 -0.5359
H -0.9830 -2.5134 -2.2178
H -1.7065 -0.1619 -2.3987
H -0.3865 3.3037 1.7385
H -1.6856 2.1268 1.9554
H 0.4993 1.1959 2.7359
H -0.1198 0.2791 1.3563
H 2.3382 1.9338 1.5234
H 4.5608 1.1403 1.4740
H 4.1954 2.0760 0.0069
H 5.7674 0.8426 -1.3017
H 6.6046 0.8220 0.2578
H 5.6676 -1.3695 0.7930
H 6.0754 -1.5430 -0.9216
H 3.7933 -1.1185 -1.6011
H 3.4918 -1.9704 -0.0779
H 2.0792 2.3927 -1.0514
H 1.2934 3.5085 0.0715
H -0.2302 2.7715 -1.8112
H -0.0431 1.1023 -1.2320
H -2.8737 -0.1640 1.6793
H -1.2529 -3.1146 2.6057
H -2.6740 -2.1367 3.0233
H -2.8495 -3.6504 2.1154

=====

Computed, not measured: C18H24N2O4 in the gas phase, with ωB97M-V/def2-TZVPD.

## Properties
- Electronic energy: -30226.4347 eV
- Total charge: 0
- E_HOMO: -0.29795 Ha

Geometry (Å):
C -4.8031 -3.4675 -0.1777
C -4.5835 -1.9926 -0.0245
C -5.6038 -1.1608 0.4202
C -5.4017 0.1990 0.5348
C -4.1712 0.7615 0.2171
C -3.1341 -0.0645 -0.2306
C -3.3612 -1.4293 -0.3553
N -1.8979 0.5265 -0.5958
C -0.7028 -0.0940 -0.3714
O -0.6232 -1.1875 0.1517
C 0.5369 0.6609 -0.8253
C 1.7834 -0.2068 -0.6677
C 3.0311 0.6575 -0.6111
O 2.9766 1.8746 -0.6060
N 4.2170 0.0045 -0.5840
C 4.4352 -1.4168 -0.4367
C 5.1372 -1.6779 0.9047
O 6.3435 -0.9595 0.9984
C 6.1205 0.4283 0.8701
C 5.4517 0.7580 -0.4667
C -2.0536 1.9148 -0.9740
C -2.7690 2.6566 0.1655
C -1.9616 2.6024 1.4624
O -4.0641 2.1192 0.3435
H -3.8726 -4.0113 -0.0367
H -5.1773 -3.6894 -1.1778
H -5.5354 -3.8254 0.5421
H -6.5646 -1.5798 0.6799
H -6.1853 0.8560 0.8774
H -2.5620 -2.0602 -0.7064
H 0.6727 1.5555 -0.2122
H 0.4296 0.9740 -1.8648
H 1.6901 -0.7772 0.2602
H 1.8542 -0.9154 -1.4940
H 3.5011 -1.9707 -0.4771
H 5.0890 -1.7536 -1.2507
H 5.4000 -2.7323 1.0022
H 4.4630 -1.3920 1.7273
H 7.0999 0.9026 0.9413
H 5.4822 0.7830 1.6936
H 5.2093 1.8192 -0.5286
H 6.1177 0.4785 -1.2902
H -2.6755 1.9683 -1.8763
H -1.0969 2.3867 -1.1748
H -2.9344 3.7019 -0.1221
H -1.0139 3.1188 1.3346
H -2.5220 3.0850 2.2589
H -1.7711 1.5712 1.7526

=====

Computed, not measured: a molecular structure, C20H31CoGeN5O2S4Se at a distorted geometry, with ωB97M-V/def2-TZVPD.

## Properties
- Electronic energy: -235610.6883 eV
- Expectation value of S²: 6.023
- Total charge: +1
- E_HOMO (spin up / spin down): -0.40337 / -0.41304 Ha
- 2S+1: 5

Geometry (Å):
Co -1.5578 0.9468 0.8825
C 2.0608 -0.4387 5.8134
Ge 1.1157 -1.9031 4.7962
C 2.2214 -3.5215 4.6305
C -0.5967 -2.3667 5.7119
C 0.7266 -1.2887 2.9372
Se 0.0741 0.5901 2.9055
C 1.6857 1.6229 2.8934
H 2.5087 -0.8561 6.7410
H 1.3620 0.3519 6.1121
H 2.8808 -0.0099 5.2310
H 2.4897 -3.9381 5.6054
H 3.1213 -3.2988 4.0658
H 1.6665 -4.2364 4.0603
H -0.4135 -3.0475 6.5473
H -1.2645 -2.8609 5.0227
H -1.0738 -1.4760 6.1372
H -0.0943 -1.8787 2.5413
H 1.6210 -1.3537 2.2989
H 1.6935 2.2340 3.7944
H 1.5894 2.3111 2.0662
H 2.5634 0.9983 2.8549
C -3.3068 4.3661 -1.8139
O -2.2928 4.2600 -0.7615
C -1.8427 3.0004 -0.4914
S -2.3558 1.5978 -1.2317
S -0.8506 3.0651 0.9174
H -3.2404 5.4148 -2.1044
H -4.2977 4.1073 -1.4134
H -3.0676 3.7217 -2.6953
C 1.7700 1.4979 -0.8600
C 1.1517 0.1964 -1.0521
N 0.1414 -0.2867 -0.2755
C -0.0165 -1.6097 -0.7056
C 0.8175 -1.9455 -1.6927
N 1.5659 -0.7698 -1.9401
C 2.5808 -0.6625 -2.9655
N 2.0938 -0.7319 -4.3234
N 2.5318 -1.8058 -5.1502
N 1.9925 -1.6366 -6.3246
C 1.2464 -0.4698 -6.3332
C 0.5730 0.1435 -7.3957
C 0.0529 1.3961 -7.1366
C 0.2638 2.0481 -5.9058
C 0.9047 1.4455 -4.8331
C 1.3541 0.1428 -5.0787
H 1.1118 2.3645 -1.0457
H 2.6103 1.5932 -1.5440
H 2.1559 1.6045 0.1449
H -0.7555 -2.2470 -0.2437
H 0.9626 -2.8851 -2.1948
H 3.3017 -1.4904 -2.9181
H 3.1313 0.2997 -2.8193
H 0.4999 -0.4104 -8.3563
H -0.5273 1.9467 -7.8735
H -0.1325 3.0612 -5.8081
H 1.0754 1.9927 -3.9253
C -5.1452 -1.9978 1.8091
O -4.9301 -0.5926 2.1911
C -3.7497 -0.0551 1.9366
S -2.6504 -0.9026 0.9563
S -3.4969 1.5492 2.3296
H -6.2170 -2.1283 1.9657
H -4.5746 -2.6038 2.5284
H -4.8193 -2.1633 0.7850

=====

Repeat the fourth record exactly.
Computed, not measured: 2 unconnected molecules or ions with the total composition C7H12N4 at a distorted geometry, with ωB97M-V/def2-TZVPD.

## Properties
- Electronic energy: -13409.2499 eV
- Total charge: 0
- E_HOMO (spin up / spin down): -0.24828 / -0.24830 Ha

Geometry (Å):
C 1.8352 0.9776 -2.5097
C 2.2449 -0.3589 -2.2803
C 0.9042 1.1942 -1.5329
C -0.0560 0.1870 0.2091
C -1.0590 -0.3988 2.4220
C -1.6314 -1.7002 0.3325
C -0.5491 -0.9132 1.0805
N 1.6209 -0.9220 -1.2681
N 0.8075 0.0217 -0.8167
N -0.0375 2.0823 -1.0420
N -0.7056 1.3406 -0.0497
H 2.1848 1.6450 -3.2677
H 2.9677 -0.9201 -2.8388
H 1.2420 1.0210 1.6304
H -0.2876 0.2290 2.8606
H -1.2578 -1.2320 3.0892
H -1.9727 0.1803 2.3053
H -1.2940 -1.9840 -0.6598
H -2.5396 -1.1089 0.2432
H -1.8600 -2.6037 0.8866
H 0.3156 -1.5601 1.2507
H 0.3233 2.9777 -0.7168
H -1.1959 1.8451 0.6726